No. 1
Formula: H50O25
Source: OMol25
Level of theory: the ωB97M-V functional and the def2-TZVPD basis

Output
E_HOMO (eV): -9.3
ΔE to the lowest compared entry with this formula, charge and spin (kcal per mole): 85.2
Total charge: 0

Last column: Löwdin charge in e.
Cartesian coordinates (Å):
O: 1.677 -4.847 -2.215  -0.038
H: 1.351 -5.725 -2.414  0.054
H: 0.897 -4.292 -2.230  -0.001
O: -2.409 -1.026 0.144  -0.050
H: -2.368 -1.186 1.087  0.019
H: -1.595 -0.563 -0.056  -0.020
O: 0.354 2.937 4.871  -0.044
H: 0.204 3.871 5.017  0.026
H: 0.171 2.808 3.940  -0.010
O: -5.122 -0.865 -0.530  -0.062
H: -5.089 -1.080 -1.462  0.011
H: -4.209 -0.715 -0.286  -0.033
O: 2.271 -1.872 3.496  -0.054
H: 2.703 -1.915 4.350  0.041
H: 2.021 -0.954 3.399  -0.021
O: 0.205 -2.452 1.467  -0.038
H: 0.529 -3.130 0.874  0.035
H: 0.739 -1.684 1.267  0.021
O: 2.631 2.307 0.846  -0.031
H: 1.992 2.996 1.032  0.030
H: 3.471 2.679 1.114  0.071
O: -0.379 -0.686 4.709  -0.058
H: 0.026 -1.402 4.219  -0.006
H: -1.316 -0.876 4.679  -0.017
O: -3.639 1.330 1.931  -0.026
H: -4.246 1.858 1.411  0.051
H: -2.913 1.922 2.127  0.038
O: -0.204 3.120 -3.044  -0.036
H: 0.257 3.952 -2.943  0.050
H: 0.291 2.651 -3.716  -0.017
O: -0.534 -2.915 -2.479  -0.027
H: -1.338 -2.909 -1.959  0.066
H: -0.188 -2.026 -2.396  0.030
O: 2.884 -4.192 0.260  -0.070
H: 2.497 -4.293 -0.610  -0.031
H: 3.619 -3.592 0.126  -0.027
O: -0.245 3.101 1.627  -0.040
H: -0.853 2.825 0.941  -0.018
H: -0.114 4.036 1.469  -0.013
O: 0.127 -3.335 -5.219  -0.062
H: -0.217 -3.092 -4.360  -0.028
H: -0.435 -4.054 -5.508  0.029
O: -2.484 -2.991 2.546  -0.031
H: -1.611 -3.013 2.156  0.013
H: -2.572 -3.837 2.986  0.067
O: -3.070 -0.717 3.848  -0.058
H: -3.199 -0.104 3.124  -0.011
H: -2.939 -1.565 3.424  -0.024
O: 0.044 -0.015 -0.009  -0.027
H: 0.140 0.766 0.536  0.046
H: 0.239 0.286 -0.897  0.007
O: 1.609 1.876 -4.977  -0.029
H: 1.337 1.071 -5.417  0.061
H: 1.260 2.579 -5.525  0.053
O: 4.488 -2.279 -0.631  -0.023
H: 4.939 -1.613 -0.113  0.058
H: 4.561 -1.971 -1.534  0.052
O: 0.564 5.654 0.730  -0.028
H: 0.116 5.286 -0.032  0.044
H: -0.140 6.000 1.278  0.056
O: -2.408 0.712 -2.870  -0.020
H: -3.039 0.025 -3.087  0.067
H: -2.658 1.451 -3.424  0.064
O: 0.315 0.080 -2.733  -0.041
H: 0.832 0.873 -2.873  0.006
H: -0.555 0.299 -3.068  0.009
O: 2.146 1.081 3.281  -0.045
H: 2.247 1.191 2.336  -0.008
H: 2.390 1.930 3.649  0.034
O: 3.205 1.353 -2.075  -0.034
H: 3.056 1.609 -1.164  -0.006
H: 3.651 0.509 -2.017  0.027
O: -1.846 2.249 -0.444  -0.039
H: -2.686 2.598 -0.741  0.064
H: -1.432 1.911 -1.238  0.003



No. 2
Formula: H50O25
Source: OMol25
Level of theory: the ωB97M-V functional and the def2-TZVPD basis

Output
E_HOMO (eV): -10.7
ΔE to the lowest compared entry with this formula, charge and spin (kcal per mole): 41.3
Total charge: 0

Last column: Löwdin charge in e.
Cartesian coordinates (Å):
O: 2.401 3.294 0.778  -0.096
H: 2.533 2.903 -0.143  0.029
H: 1.859 4.100 0.776  0.022
O: 4.511 0.271 -3.035  -0.138
H: 4.289 -0.187 -2.174  0.039
H: 3.993 -0.151 -3.851  0.075
O: 2.231 -0.522 -4.587  -0.051
H: 2.296 -1.513 -4.468  0.068
H: 2.091 -0.473 -5.517  0.044
O: 1.980 -2.714 2.815  -0.033
H: 2.478 -2.365 3.554  0.065
H: 1.179 -2.234 2.632  0.010
O: -0.960 3.294 -1.055  -0.048
H: -1.626 3.075 -1.698  0.024
H: -0.141 3.142 -1.592  0.073
O: -2.536 3.014 3.378  -0.012
H: -2.375 3.873 3.806  0.091
H: -1.872 3.040 2.712  0.017
O: -0.664 5.112 1.182  -0.099
H: -0.731 6.111 1.228  0.069
H: -0.995 4.867 0.276  0.027
O: 3.308 0.453 2.347  -0.086
H: 2.372 0.366 2.697  0.047
H: 3.501 1.373 2.069  0.049
O: -0.212 -3.756 -0.959  -0.108
H: 0.252 -4.490 -0.559  0.034
H: 0.293 -2.934 -0.575  0.025
O: -0.047 2.393 -3.696  -0.051
H: -0.854 2.232 -4.201  0.058
H: -0.078 1.698 -3.041  -0.037
O: -3.761 0.364 1.259  -0.009
H: -3.702 0.205 2.191  -0.004
H: -3.753 -0.485 0.864  0.018
O: 0.095 -0.076 -2.400  -0.065
H: 0.912 0.109 -2.926  0.032
H: 0.471 -0.530 -1.620  0.027
O: -1.776 -3.060 1.698  -0.004
H: -1.390 -3.859 1.448  0.017
H: -1.942 -2.632 0.875  -0.009
O: 2.027 -3.335 -3.026  -0.068
H: 1.356 -3.782 -2.474  0.016
H: 2.868 -3.715 -2.693  0.060
O: -0.800 1.683 1.021  -0.054
H: -0.812 2.358 0.369  -0.037
H: -1.744 1.359 0.957  0.064
O: 0.427 -0.231 2.475  -0.093
H: -0.409 -0.438 2.939  0.017
H: 0.271 0.567 1.951  0.008
O: -1.572 -1.334 3.910  -0.100
H: -1.759 -2.086 3.293  0.027
H: -2.354 -0.715 4.017  0.023
O: 0.915 -1.621 -0.005  -0.058
H: 0.658 -0.868 0.604  0.077
H: 1.871 -1.484 -0.010  0.041
O: 3.939 -1.254 0.083  -0.079
H: 4.131 -2.136 0.504  0.074
H: 3.783 -0.674 0.857  0.005
O: 2.657 2.409 -2.091  -0.056
H: 3.392 1.910 -2.405  -0.010
H: 1.844 2.290 -2.684  0.049
O: -3.463 0.664 4.019  -0.068
H: -3.160 1.608 3.785  0.040
H: -3.644 0.552 4.916  0.032
O: 2.711 -4.760 1.135  -0.070
H: 2.353 -4.251 1.870  -0.022
H: 2.856 -5.582 1.607  0.031
O: -2.820 1.618 -2.711  -0.047
H: -2.329 0.804 -2.372  0.062
H: -3.720 1.482 -2.508  -0.022
O: -5.233 0.629 -1.500  -0.025
H: -6.038 0.219 -1.743  0.033
H: -5.112 0.697 -0.544  0.031
O: -2.444 -2.062 -1.037  -0.057
H: -1.794 -2.625 -1.517  0.041
H: -2.484 -1.202 -1.478  0.026



No. 3
Formula: H52O26
Source: OMol25
Level of theory: the ωB97M-V functional and the def2-TZVPD basis

Output
E_HOMO (eV): -8.9
ΔE to the lowest compared entry with this formula, charge and spin (kcal per mole): 86.8
Total charge: 0

Last column: Löwdin charge in e.
Cartesian coordinates (Å):
O: 22.174 32.594 -12.440  -0.036
H: 21.727 31.800 -12.733  -0.001
H: 22.319 33.097 -13.241  0.003
O: 23.808 34.968 -7.545  -0.046
H: 23.778 35.020 -8.501  -0.010
H: 23.624 35.859 -7.250  0.038
O: 24.380 28.877 -9.451  -0.058
H: 24.579 29.675 -9.941  -0.035
H: 23.429 28.791 -9.510  -0.010
O: 16.698 30.692 -11.442  -0.048
H: 17.408 31.074 -11.958  0.011
H: 16.701 31.190 -10.624  0.033
O: 24.204 36.586 -13.950  -0.034
H: 25.061 36.999 -13.849  0.056
H: 24.371 35.818 -14.497  0.003
O: 24.344 32.163 -8.438  -0.038
H: 23.511 32.320 -8.883  -0.009
H: 24.421 32.882 -7.812  0.031
O: 26.749 31.416 -9.309  -0.058
H: 25.879 31.796 -9.188  -0.045
H: 27.247 32.096 -9.763  0.027
O: 21.878 37.013 -12.282  -0.054
H: 22.472 36.635 -12.931  -0.008
H: 21.926 37.957 -12.434  0.044
O: 19.928 33.816 -13.896  -0.039
H: 20.701 34.038 -14.416  0.007
H: 20.269 33.292 -13.170  0.010
O: 21.115 28.527 -8.988  -0.028
H: 20.446 29.001 -9.482  0.027
H: 20.725 27.670 -8.818  0.039
O: 24.752 30.542 -11.586  -0.035
H: 24.693 31.198 -10.892  0.012
H: 24.049 30.772 -12.194  0.023
O: 18.166 35.962 -11.618  -0.045
H: 19.039 35.847 -11.992  0.009
H: 17.970 35.122 -11.203  0.022
O: 20.548 30.487 -13.368  -0.039
H: 20.441 29.545 -13.500  -0.017
H: 19.708 30.864 -13.630  0.021
O: 20.256 37.231 -14.642  -0.070
H: 20.077 38.040 -14.162  0.029
H: 19.407 36.793 -14.699  -0.040
O: 23.337 31.939 -16.869  -0.039
H: 22.521 32.370 -17.123  -0.022
H: 23.221 31.028 -17.140  0.059
O: 20.856 32.937 -17.496  -0.021
H: 20.459 32.142 -17.853  0.064
H: 20.275 33.643 -17.779  0.066
O: 26.180 35.160 -11.984  -0.061
H: 25.443 35.201 -11.374  -0.021
H: 25.808 34.793 -12.786  -0.030
O: 25.663 33.976 -14.557  -0.033
H: 25.765 33.992 -15.508  0.017
H: 26.163 33.210 -14.275  0.078
O: 22.152 28.192 -12.320  -0.030
H: 21.243 28.178 -12.017  0.010
H: 22.087 28.210 -13.274  0.018
O: 23.801 35.512 -10.518  -0.033
H: 23.022 35.562 -11.073  0.029
H: 24.009 36.424 -10.315  0.067
O: 18.127 35.738 -15.163  -0.035
H: 18.086 35.514 -16.093  0.052
H: 18.245 34.899 -14.719  0.019
O: 21.823 32.499 -9.412  -0.023
H: 21.169 33.136 -9.124  0.057
H: 21.770 32.516 -10.367  0.009
O: 22.626 33.951 -14.992  -0.032
H: 23.539 33.685 -14.885  0.020
H: 22.478 33.928 -15.937  0.029
O: 17.813 29.964 -15.070  -0.032
H: 16.912 29.670 -15.206  0.056
H: 17.833 30.850 -15.432  0.045
O: 19.799 27.911 -14.254  -0.036
H: 19.317 28.290 -14.989  0.028
H: 19.120 27.558 -13.679  0.065
O: 25.217 34.208 -17.438  -0.037
H: 24.733 33.385 -17.372  -0.001
H: 24.780 34.687 -18.142  0.052